{"formula": "C8H17FO6S", "method": "ωB97M-V/def2-TZVPD", "lumo_energy_ev": 0.41, "total_energy_ev": -34408.1921, "smiles": "O=C1OCC[C@@H]1S(=O)(=O)F.CCO.CCO", "homo_energy_ha": -0.369, "mol_weight_g_mol": 260.28, "orbital_gap_ev": 10.47, "symbols": ["C", "S", "H", "O", "H", "H", "H", "H", "C", "H", "H", "O", "H", "H", "H", "C", "H", "C", "H", "H", "O", "F", "C", "O", "C", "H", "O", "H", "H", "C", "H", "O", "C"], "positions_angstrom": [[-1.4563, 2.6655, -1.6838], [0.7888, 0.9754, -1.6086], [5.1441, 0.6402, 3.4871], [-2.8072, -1.7108, -0.0838], [3.7581, -1.0003, 2.6345], [4.5842, -0.7395, 1.0914], [-3.2526, -1.5624, 1.9297], [-1.3662, -3.0329, 2.6754], [3.2930, 0.8821, 1.6853], [-1.3514, -0.5222, -2.5208], [2.4076, 0.5234, 1.1663], [0.6365, 1.2638, -0.2289], [-1.6994, -0.8910, 1.4116], [-3.4205, -2.4392, -0.2117], [-2.3774, -3.8779, 1.4921], [-1.6489, 0.5002, -2.6763], [-2.5897, 0.2654, -0.7165], [-1.6989, -3.0339, 1.6372], [-0.3420, 2.1812, -3.3539], [3.7819, 1.6306, 1.0606], [5.4226, 0.2172, 2.6717], [2.0230, 1.7243, -2.1509], [-2.7232, 0.8110, -1.6371], [-2.7019, 2.2188, -1.4670], [-2.3844, -1.7284, 1.2848], [-3.6266, 0.4175, -2.0816], [0.9889, -0.3861, -1.9343], [-2.0711, 0.6894, -3.6534], [2.9751, 1.3864, 2.6016], [-0.6293, 1.6204, -2.4780], [-0.8352, -3.1948, 0.9921], [-1.0715, 3.7570, -1.3399], [4.2500, -0.2505, 2.0048]], "lowdin_charge": [-0.46, 0.64, 0.07, -0.10, 0.11, 0.11, 0.11, 0.08, -0.09, 0.12, 0.04, -0.23, 0.11, 0.09, 0.07, -0.12, 0.10, -0.09, 0.15, 0.08, -0.09, -0.11, -0.15, 0.07, -0.30, 0.13, -0.24, 0.13, 0.08, -0.21, 0.08, 0.14, -0.32]}